No. 1
ORCA calculation (the ωB97M-V functional and the def2-TZVPD basis) on a 8-piece molecular cluster, C10H34O8 overall.

Atoms and positions in Å:
C 0.342719 -0.912366 1.656436
C 1.134494 -0.220892 2.746840
C 0.749980 1.237545 2.632035
O -0.445388 1.250022 1.824407
C -0.933555 -0.082688 1.649239
H 0.302857 -1.999187 1.731194
H 0.910693 -0.730720 0.740080
H 2.218603 -0.351660 2.700677
H 0.884990 -0.601956 3.742444
H 1.581789 1.865060 2.315377
H 0.440020 1.598086 3.618174
H -1.410181 -0.233696 0.681452
H -1.675894 -0.396747 2.388376
C 0.850175 3.300240 -2.163302
C 0.873012 1.792490 -1.895191
C 1.892199 1.412364 -0.827179
O -0.393996 1.319783 -1.475777
H 0.264538 3.896109 -1.456474
H 0.428876 3.560581 -3.135686
H 1.860541 3.710881 -2.080770
H 1.100694 1.290056 -2.837240
H 1.646291 1.806379 0.156486
H 2.925919 1.691929 -1.058418
H 1.972468 0.321951 -0.802124
H -0.572110 1.594321 -0.564321
C 0.392136 -2.063980 -2.401285
C -0.014730 -2.171743 -3.861183
C 0.195181 -0.924647 -4.692513
O 0.653955 -3.283100 -4.462735
H -0.009148 -2.948476 -1.901024
H 0.002516 -1.193002 -1.876215
H 1.480669 -2.084889 -2.314877
H -1.083007 -2.429803 -3.900998
H -0.286038 -1.061300 -5.663479
H 1.270502 -0.768498 -4.833944
H -0.153365 0.017102 -4.265227
H 0.439170 -3.289978 -5.399409
O 4.264253 1.078938 4.067712
H 4.227910 1.156362 5.027731
H 4.944774 0.416833 3.901775
O -3.651596 -1.655740 0.917349
H -3.008714 -2.366004 1.034492
H -3.959051 -1.453700 1.811412
O -3.629237 2.167573 2.243334
H -3.849581 2.517445 1.371823
H -2.969577 1.490575 2.060667
O -0.967948 -2.802597 4.659297
H -1.092564 -2.441338 5.544261
H -0.072773 -3.159893 4.666443
O -3.496251 0.746571 -0.689895
H -2.913760 0.317643 -1.326262
H -3.663480 0.071782 -0.004007

Atomic forces in eV per Å
0.844 0.052 -0.033
0.978 -0.684 1.024
-0.968 -0.414 1.214
-0.147 0.314 -0.675
0.786 -0.768 -0.768
-0.487 0.070 0.371
-0.445 0.080 -0.248
-0.071 -0.014 -0.361
-0.320 -0.015 -0.109
-0.421 0.159 -0.721
0.195 0.206 -0.027
-0.124 0.726 -0.097
0.254 0.208 0.475
0.137 0.534 0.046
0.123 0.816 0.765
0.886 -0.613 -0.581
-0.584 -0.408 -0.313
-0.087 -0.491 0.302
0.136 -0.209 -0.091
0.016 -0.078 -0.321
-0.012 -0.151 0.123
-0.172 0.004 -0.047
-0.208 0.467 -0.158
-0.358 -0.001 0.323
0.154 0.117 -0.059
0.134 -0.695 -0.128
-0.997 0.171 -0.062
0.653 0.299 -0.153
0.431 0.035 0.369
0.225 -0.017 0.149
-0.080 0.197 -0.331
0.009 0.058 0.026
-0.057 0.280 0.213
0.126 0.141 -0.075
-0.025 -0.158 -0.190
-0.419 -0.289 0.237
-0.027 0.007 -0.023
0.032 -0.096 0.076
0.000 0.019 -0.093
-0.051 0.080 0.001
-0.066 -0.115 0.334
-0.069 0.090 -0.046
-0.007 -0.081 -0.134
-0.164 -0.076 0.001
0.062 -0.110 0.006
0.146 0.201 -0.055
0.086 0.028 0.060
-0.017 -0.029 -0.089
-0.087 0.021 -0.016
-0.098 -0.097 0.436
0.032 0.086 0.040
0.125 0.141 -0.590

## Properties
LUMO energy: 0.29 eV
E_HOMO: -9.89 eV
structure (SMILES): C1CCOC1.CC(C)O.CC(C)O.O.O.O.O.O

---

No. 2
ORCA calculation (the ωB97M-V functional and the def2-TZVPD basis) on a 7-piece molecular cluster, C10H35O7 overall.

Atoms and positions in Å:
O 16.804130 -1.871470 -10.495360
H 15.848330 -1.807070 -10.433030
H 17.123040 -0.981630 -10.327740
H 17.024000 -2.069820 -11.408550
C 16.672400 -0.738180 -5.364080
C 15.374460 0.082100 -5.511490
C 15.160930 1.174310 -4.521590
O 15.549440 0.646800 -6.826200
H 16.673290 -1.097940 -4.335160
H 17.502030 -0.034350 -5.297450
H 16.715720 -1.667150 -5.932600
H 14.584360 -0.659070 -5.391010
H 14.092300 1.384780 -4.478700
H 15.755510 2.066300 -4.718930
H 15.379830 0.917850 -3.485050
H 14.878350 1.317230 -6.973770
C 18.897140 -5.051290 -15.942070
C 17.615570 -4.820330 -15.142420
C 17.483230 -5.833930 -14.156630
O 17.789300 -3.502340 -14.542420
H 18.660530 -5.973590 -16.472610
H 19.820610 -5.356840 -15.450190
H 18.988640 -4.324440 -16.749170
H 16.722470 -4.790470 -15.766580
H 17.478100 -6.854330 -14.539860
H 16.505930 -5.886580 -13.676840
H 18.254710 -5.800020 -13.387360
H 18.140010 -2.879420 -15.183180
C 18.839090 2.756910 -12.903070
O 17.565350 2.214050 -12.700320
H 19.138930 3.172770 -11.941170
H 19.607450 2.084340 -13.284370
H 18.937490 3.677280 -13.478690
H 16.850670 2.748550 -13.054080
C 21.827660 -0.734150 -9.013840
O 20.560440 -0.017250 -9.103380
H 22.113730 -1.097110 -8.026670
H 21.863850 -1.602320 -9.671930
H 22.668100 -0.168090 -9.415520
H 20.589190 0.822250 -8.638610
C 11.868790 0.008180 -11.991190
O 12.342440 -0.828560 -10.944100
H 10.859450 -0.383720 -12.116620
H 11.983050 1.056880 -11.716780
H 12.494440 -0.175630 -12.864610
H 11.765840 -0.693050 -10.188610
C 12.618370 -5.965410 -8.869140
O 12.827640 -5.350170 -7.624620
H 11.576300 -5.953830 -9.188590
H 13.239480 -5.540910 -9.657890
H 12.867210 -7.026090 -8.835370
H 12.285920 -5.833570 -6.996560

Atomic forces in eV per Å
0.113 -0.118 0.311
-1.364 -0.268 0.266
0.830 1.124 0.574
0.430 -0.611 -1.207
-0.732 0.627 2.333
1.989 -1.137 -0.701
-0.305 0.408 1.094
-0.807 -0.318 -0.221
-0.187 -0.280 0.291
0.407 -0.365 -1.032
0.327 0.615 -0.634
-0.567 0.177 -0.679
-0.020 0.545 -0.251
-0.136 0.013 -0.278
0.226 -0.458 -0.034
-0.177 0.115 -0.003
-1.306 -1.535 -1.598
2.138 2.755 -1.746
-1.070 -2.570 2.907
-0.849 -0.134 1.143
0.089 -0.226 -0.494
-0.145 0.885 0.574
0.497 0.244 0.271
0.160 0.027 -0.402
0.543 0.093 -0.625
-0.131 0.703 0.390
0.043 0.125 0.007
-0.017 -0.267 -0.248
0.978 1.731 0.936
-0.663 -0.919 -0.386
0.568 -0.490 0.347
-0.466 -0.443 0.102
-0.765 -0.169 -0.773
0.324 0.184 -0.169
0.223 0.429 -0.443
0.710 -1.206 -0.204
-0.445 0.274 0.240
-0.924 -0.049 -0.008
-0.096 0.590 0.232
0.411 -0.080 0.131
0.009 -0.756 0.373
1.113 -0.208 0.579
-0.258 1.017 -0.866
-0.514 0.096 -0.128
-0.221 -0.103 -0.031
0.028 -0.079 0.078
-0.217 -0.993 -0.537
0.096 0.317 0.013
-0.155 0.412 -0.064
-0.007 0.367 0.292
0.251 -0.193 0.070
0.041 0.104 0.207

## Properties
total charge: +1
LUMO energy: -4.09 eV
E_HOMO: -12.34 eV

---

No. 3
ORCA calculation (the ωB97M-V functional and the def2-TZVPD basis) on a 10-piece molecular cluster, C10H36N18O12 overall.

Atoms and positions in Å:
C -0.060500 -0.214814 -0.194938
O -0.561824 -0.716324 0.866590
O 1.198221 -0.429282 -0.484740
O -0.779326 0.379092 -1.087697
C 3.607940 2.260374 0.133997
O 4.387786 3.111212 0.523219
N 3.943953 0.948715 -0.130417
N 2.252223 2.381908 0.055389
H 4.918849 0.882392 -0.372290
H 3.244160 0.352958 -0.545264
H 1.775091 3.211477 0.348750
H 1.713141 1.608119 -0.310511
C -1.498247 -2.759296 3.510472
O -1.714115 -3.315105 4.583757
N -0.815252 -3.323522 2.470935
N -1.627105 -1.408875 3.342302
H -0.339148 -4.203344 2.493825
H -0.716315 -2.733860 1.654587
H -2.007562 -0.934518 4.139715
H -1.223175 -0.916470 2.544496
C -5.009544 1.866462 0.584827
O -5.710258 0.867029 0.642036
N -5.375299 3.064392 1.138608
N -3.890318 1.955795 -0.184398
H -4.976316 3.907565 0.766064
H -6.265861 3.157045 1.587577
H -3.450165 1.170562 -0.641291
H -3.241931 2.703252 0.003852
C 2.146871 0.427106 4.285813
O 2.388850 1.212815 5.199881
N 2.193728 -0.923326 4.489305
N 1.914682 0.807300 3.005705
H 2.132121 -1.516074 3.677668
H 2.273907 -1.277273 5.420563
H 1.382130 0.267779 2.337746
H 1.926586 1.785652 2.774943
C -1.613530 2.953502 1.983642
O -2.069275 3.948928 2.538240
N -0.692358 2.990784 0.961326
N -2.119474 1.707583 2.170300
H -0.372661 3.853108 0.565643
H -0.563202 2.136464 0.436790
H -1.582175 0.993880 1.691054
H -3.036540 1.630386 2.562004
C -3.603571 -0.084946 -3.657224
O -4.689100 -0.122384 -4.236362
N -3.486695 0.081760 -2.314931
N -2.439312 -0.304992 -4.340982
H -4.402457 0.226688 -1.925873
H -2.548104 0.066769 -1.914508
H -2.498639 -0.408449 -5.336111
H -1.549375 -0.036330 -3.954105
C 2.056874 1.317283 -3.871430
O 2.487513 2.190196 -4.607085
N 0.732931 1.105677 -3.597608
N 2.829135 0.306953 -3.328658
H 0.477838 0.492071 -2.833688
H 0.104790 1.769229 -4.011061
H 3.823386 0.417088 -3.394206
H 2.364380 -0.125151 -2.545829
C 0.585926 -2.950481 -3.295559
O 0.305291 -3.742177 -4.188028
N -0.304629 -2.139279 -2.674354
N 1.887497 -2.666786 -2.971829
H -0.031695 -1.395367 -2.042548
H -1.280283 -2.231033 -2.893608
H 2.644561 -2.988047 -3.536944
H 1.956441 -2.054197 -2.177564
C 3.121074 -2.980510 1.299080
O 3.711048 -3.915423 1.817302
N 1.939310 -2.431193 1.681036
N 3.592588 -2.251176 0.231499
H 1.434316 -1.776766 1.089917
H 1.424001 -2.856278 2.431949
H 4.418429 -2.624993 -0.198717
H 2.847768 -1.759310 -0.242043

Atomic forces in eV per Å
-0.203 -1.057 -1.028
0.309 0.717 0.184
0.354 0.033 -0.044
-0.064 0.319 0.487
-1.010 -1.017 0.666
0.082 0.183 -0.362
1.128 0.837 -0.126
-0.327 0.621 -0.186
-0.098 -0.578 -0.051
0.182 -0.056 0.081
0.240 0.101 0.035
-0.074 -0.024 0.094
2.045 0.675 1.025
-0.648 -0.333 -0.376
-0.476 0.142 -0.900
-0.767 -0.191 0.107
-0.395 -0.198 0.305
0.172 -0.184 -0.123
0.041 0.210 -0.122
-0.247 -0.247 0.270
-0.625 -0.352 -1.326
0.153 -0.104 0.431
0.235 0.538 0.434
0.567 0.632 -0.028
0.088 -0.005 0.153
-0.069 -0.315 -0.053
-0.359 0.128 0.671
-0.031 -0.013 0.019
0.514 0.038 0.945
-0.160 0.088 -0.223
-0.314 0.136 -0.700
-0.375 0.363 -0.860
0.100 -0.193 0.274
0.010 0.014 0.005
0.164 -0.400 0.205
0.098 0.074 0.385
-1.280 0.667 -0.513
0.400 0.102 -0.084
0.295 -0.438 0.313
1.460 0.293 0.166
-0.133 0.161 0.235
0.024 0.221 -0.384
-0.921 -0.803 0.132
0.068 -0.356 0.140
-0.442 -0.445 -0.562
0.119 0.148 0.174
0.055 -0.286 -1.663
0.457 0.134 0.133
0.322 -0.089 0.757
-0.303 0.086 0.809
-0.108 0.073 -0.002
0.033 -0.134 -0.006
-0.054 -0.888 -0.386
-0.009 0.121 0.031
0.544 0.333 -0.450
-0.436 0.655 -0.298
-0.533 0.495 0.169
-0.216 0.045 0.399
0.024 0.059 0.391
0.635 -0.248 0.271
0.532 0.497 -1.487
-0.294 -0.285 0.273
-0.350 -0.151 0.383
-0.913 -0.036 0.967
-0.053 -0.267 -0.067
0.038 -0.135 -0.052
0.054 -0.037 0.074
0.776 -0.038 -0.064
0.058 0.770 -0.562
-0.142 0.069 0.197
-0.509 -0.551 1.090
0.350 -0.596 0.280
0.031 0.134 -0.015
-0.086 -0.217 -0.203
-0.202 0.095 -0.426
0.471 0.259 -0.428

## Properties
total charge: -2
LUMO energy: 4.28 eV
E_HOMO: -4.44 eV

---

Listing maximum force for the structures above in their given order: 1.607, 4.025, 2.385 eV/Å.